Entry from OMol25: an isolated molecule of C18H24N4O5S at a distorted geometry (ωB97M-V/def2-TZVPD).

ORCA input file:
```
! RIJCOSX wB97M-V def2-TZVPD def2/J DEFGRID3
* xyz 0 1
C 0.16097 4.66629 6.85855
C 0.34548 3.85199 5.58371
C 1.72233 3.19198 5.53761
C 2.00047 2.44944 4.23038
C 1.12659 1.20012 4.06180
C 1.50897 0.45676 2.79944
O 2.14591 -0.57001 2.79639
N 1.07367 1.09402 1.66496
C 1.19438 0.67765 0.34383
C 2.05366 -0.35396 -0.03903
C 2.04563 -0.80028 -1.34611
C 1.21648 -0.19990 -2.27388
S 0.87778 -1.07345 -3.79138
O 2.03554 -1.73867 -4.30038
O 0.09266 -0.26676 -4.66856
N -0.11622 -2.30373 -3.14139
C -1.01964 -1.81792 -2.20787
C -2.02445 -0.95044 -2.59126
C -2.80563 -0.43534 -1.55202
O -3.78432 0.41690 -1.84872
C -4.55284 0.90114 -0.76082
N -2.59050 -0.74850 -0.28144
C -1.61372 -1.61370 -0.03329
O -1.43434 -1.88974 1.25070
C -0.38338 -2.78802 1.57261
N -0.82387 -2.17312 -0.93489
C 0.41451 0.87188 -1.92726
C 0.41040 1.31667 -0.62071
H 0.90868 5.45384 6.92107
H -0.82425 5.12602 6.88036
H 0.26180 4.02936 7.73442
H -0.43480 3.09029 5.53561
H 0.22976 4.50768 4.71695
H 1.81890 2.49816 6.37503
H 2.48331 3.96587 5.66166
H 1.84506 3.13094 3.38998
H 3.04769 2.14004 4.21551
H 1.28711 0.53055 4.90726
H 0.07104 1.47256 4.02380
H 0.47839 1.89963 1.80130
H 2.68572 -0.82229 0.69666
H 2.66998 -1.62291 -1.65725
H 0.46690 -3.03655 -2.75758
H -2.16999 -0.66585 -3.61602
H -5.02461 0.07509 -0.22602
H -5.30494 1.55526 -1.19629
H -3.92284 1.45256 -0.06042
H -0.49214 -2.99849 2.63427
H 0.58800 -2.32850 1.38092
H -0.46709 -3.70497 0.98797
H -0.20777 1.32521 -2.68197
H -0.23042 2.13772 -0.33296
*
```

Calculated values
**SMILES string**: CCCCCC(=O)Nc1ccc(S(=O)(=O)Nc2cc(OC)nc(OC)n2)cc1
**E_HOMO**: -9.02 eV
**Electronic energy**: -1693.75240 Eh
**Max |F|**: 1.48 eV/Å

Entry from OMol25: a cluster of 8 separate species, C45H109O31P7 in total at a distorted geometry (ωB97M-V/def2-TZVPD).

ORCA input file:
```
! RIJCOSX wB97M-V def2-TZVPD def2/J DEFGRID3
* xyz 0 1
C 11.12379 -6.35522 -0.10584
C 10.27732 -5.10446 -0.54484
O 10.11222 -4.80100 -1.92082
P 8.63405 -4.98128 -2.61856
O 7.53936 -5.03405 -1.56685
O 8.68086 -3.65263 -3.61836
C 8.05775 -2.42209 -3.22441
C 6.75211 -2.25491 -4.03330
O 8.76789 -6.27783 -3.58712
C 9.54244 -6.16200 -4.77213
C 10.33013 -7.43656 -5.11449
H 11.67362 -6.30737 0.83410
H 10.47329 -7.21731 -0.25335
H 11.93332 -6.49166 -0.82288
H 9.30426 -5.08444 -0.05408
H 10.61450 -4.20082 -0.03705
H 7.91594 -2.24088 -2.15898
H 8.71723 -1.62637 -3.57084
H 6.95904 -1.81677 -5.00969
H 6.25794 -3.22441 -4.09622
H 6.04833 -1.65774 -3.45351
H 8.86669 -5.82920 -5.55997
H 10.22947 -5.32781 -4.91430
H 10.96922 -7.43895 -4.23152
H 9.81663 -8.38973 -5.24057
H 10.81459 -7.29357 -6.08038
C -7.12549 -6.71848 -7.29700
C -7.27915 -7.46854 -8.55847
O -8.47763 -6.95397 -9.13728
P -8.58396 -6.67414 -10.75440
O -7.45316 -5.99831 -11.49304
O -8.92271 -8.12801 -11.36989
C -7.87286 -9.04778 -11.65216
C -7.25612 -8.89079 -13.04501
O -9.98843 -5.94525 -10.75565
C -10.72110 -5.73166 -12.00731
C -9.90510 -5.22132 -13.17993
H -6.16440 -6.84805 -6.79937
H -7.35421 -5.66081 -7.16610
H -7.81502 -7.21694 -6.61568
H -6.54188 -7.18472 -9.30946
H -7.45113 -8.54475 -8.57564
H -7.21309 -9.16020 -10.79183
H -8.29635 -10.05073 -11.59870
H -6.45049 -9.58991 -13.26929
H -7.89548 -8.78247 -13.92113
H -6.76394 -7.92284 -13.13950
H -11.47499 -6.48410 -12.23878
H -11.40891 -4.89029 -11.92284
H -9.64728 -6.13760 -13.71102
H -10.59183 -4.72358 -13.86459
H -8.97412 -4.71714 -12.92072
C 1.19696 -9.13322 -8.23011
C 1.33022 -9.55810 -9.72603
O 1.79068 -8.49233 -10.55362
P 3.32481 -7.83070 -10.30229
O 4.26306 -8.71423 -9.57357
O 3.78339 -7.29496 -11.79981
C 5.06896 -6.59792 -11.91871
C 6.30096 -7.49355 -12.01391
O 3.01896 -6.38417 -9.55214
C 1.93733 -5.61534 -9.87396
C 1.90020 -5.18355 -11.34968
H 0.65382 -9.99426 -7.84062
H 2.13395 -9.12255 -7.67330
H 0.57181 -8.27223 -7.99353
H 1.85420 -10.51188 -9.78806
H 0.37941 -9.89419 -10.13966
H 5.07143 -6.13556 -12.90579
H 5.00475 -5.70622 -11.29513
H 6.80244 -7.42238 -11.04874
H 6.22506 -8.56569 -12.19516
H 7.07540 -7.27267 -12.74845
H 1.11872 -6.30232 -9.65938
H 1.66902 -4.77501 -9.23367
H 1.23501 -4.39733 -11.70676
H 2.85950 -4.69753 -11.52749
H 1.71345 -6.03084 -12.00947
C -1.86693 -0.75815 5.89152
C -1.62382 -0.17654 4.55366
O -0.32358 -0.56242 4.15382
P -0.08782 -1.86189 3.20082
O -0.69868 -3.09962 3.80179
O 1.58964 -1.77182 3.00747
C 2.43480 -1.74019 4.11866
C 3.61723 -0.84813 3.66998
O -0.71186 -1.36359 1.80098
C -0.98402 -2.42518 0.84615
C 0.00069 -2.60816 -0.24757
H -1.15949 -0.47609 6.67131
H -2.92325 -0.69224 6.15219
H -1.81002 -1.84665 5.88695
H -2.50909 -0.42780 3.96949
H -1.71363 0.90360 4.66911
H 1.97408 -1.46096 5.06622
H 2.97134 -2.68898 4.11463
H 4.36512 -0.81648 4.46229
H 4.14878 -1.16719 2.77345
H 3.08180 0.10053 3.63188
H -1.13949 -3.36239 1.38053
H -1.96503 -2.29331 0.38971
H 0.93681 -2.78407 0.28237
H -0.15060 -3.50451 -0.84904
H 0.13625 -1.80901 -0.97633
C -9.03555 3.60836 20.99795
C -7.62255 3.86984 20.50508
O -6.91890 2.59479 20.54784
P -6.85851 1.75448 19.12474
O -6.53773 0.33550 19.35782
O -8.39428 1.96636 18.57225
C -8.84412 0.96434 17.71500
C -10.35690 1.04336 17.62135
O -5.88168 2.57952 18.28368
C -5.05243 1.96847 17.29434
C -5.67031 0.92178 16.31291
H -9.11658 3.50428 22.07994
H -9.58108 4.48542 20.64972
H -9.50533 2.77818 20.47049
H -7.62250 4.19778 19.46558
H -7.15284 4.60310 21.16066
H -8.59286 1.30602 16.71090
H -8.58696 -0.08327 17.87145
H -10.76020 1.41420 18.56364
H -10.91172 1.48874 16.79558
H -10.57552 -0.02383 17.65899
H -4.73081 2.81492 16.68757
H -4.15883 1.47959 17.68240
H -6.65482 1.28012 16.01220
H -5.05104 0.81120 15.42276
H -5.89920 -0.03437 16.78354
C -0.36525 5.08559 -3.27319
C 0.64668 5.79968 -4.25749
O 1.88907 5.65177 -3.70851
P 3.21235 6.45234 -4.33278
O 3.30396 7.87355 -3.87273
O 4.49418 5.56572 -3.97089
C 5.35995 6.30123 -3.06002
C 6.70536 6.63119 -3.80401
O 3.00847 6.39647 -5.90631
C 3.98657 6.96621 -6.69517
C 3.55551 6.96457 -8.05766
H 0.16594 4.30781 -2.72456
H -0.72128 5.81586 -2.54653
H -1.14965 4.62781 -3.87590
H 0.66672 5.41111 -5.27568
H 0.19063 6.78916 -4.29004
H 4.90794 7.17335 -2.58758
H 5.56758 5.57485 -2.27430
H 7.35069 5.79830 -4.08320
H 6.47838 7.31532 -4.62165
H 7.33658 7.20316 -3.12392
H 4.11833 7.95564 -6.25727
H 4.99044 6.60215 -6.47653
H 3.22987 5.98884 -8.41822
H 2.79427 7.72700 -8.22292
H 4.44555 7.25945 -8.61352
C -1.94009 12.57484 6.23160
C -0.45881 12.67136 5.93038
O -0.23216 12.74907 4.60889
P -0.25449 11.40783 3.54932
O 0.39092 11.70375 2.19547
O 0.43089 10.18702 4.31039
C 0.68116 9.00561 3.59354
C -0.58472 8.13379 3.60742
O -1.83249 11.01755 3.42665
C -2.74415 12.07199 2.90030
C -3.70790 11.43155 1.99294
H -2.35411 11.65754 5.81297
H -2.17352 12.67596 7.29150
H -2.52321 13.30299 5.66780
H -0.09038 13.45247 6.59537
H 0.18517 11.86602 6.28367
H 1.15353 9.05472 2.61244
H 1.43846 8.60099 4.26502
H -1.23452 8.30431 2.74905
H -0.25115 7.11146 3.42951
H -1.20588 8.20526 4.50026
H -3.39102 12.68951 3.52346
H -2.14743 12.76282 2.30467
H -4.25087 10.64040 2.51002
H -4.43657 12.15266 1.62261
H -3.08591 10.98224 1.21877
O 6.73980 4.93329 9.14124
C 5.51993 4.57320 9.04460
O 5.16796 3.53770 8.51386
C 3.73727 3.32478 8.72515
C 3.37932 4.45269 9.76436
O 4.53265 5.24286 9.53729
H 3.15989 3.28039 7.80170
H 3.76103 2.39074 9.28650
H 3.45330 4.28946 10.83953
H 2.41567 4.95538 9.68203
*
```

Calculated values
**SMILES string**: CCOP(=O)(OCC)OCC.CCOP(=O)(OCC)OCC.CCOP(=O)(OCC)OCC.CCOP(=O)(OCC)OCC.CCOP(=O)(OCC)OCC.CCOP(=O)(OCC)OCC.CCOP(=O)(OCC)OCC.O=C1OCCO1
**E_HOMO**: -10.15 eV
**Electronic energy**: -6502.25999 Eh
**Max |F|**: 10.17 eV/Å

Entry from OMol25: an isolated molecule of C7H9N3OS at a distorted geometry (ωB97M-V/def2-TZVPD).

ORCA input file:
```
! RIJCOSX wB97M-V def2-TZVPD def2/J DEFGRID3
* xyz 0 1
C -0.11861 1.73630 -0.12001
C 0.18555 0.28172 -0.29921
C 1.77363 -0.03657 0.06420
N 2.57387 0.83141 -0.54262
O 2.10326 -0.96435 0.74882
C -0.22887 -0.15080 -1.75179
S -1.78863 -1.06233 -1.58850
C -1.69391 -1.28447 0.11312
C -2.36114 -1.82306 1.24122
N -1.62194 -1.46795 2.35567
C -0.60486 -0.70298 2.02457
N -0.60350 -0.54048 0.64687
H -1.17184 1.75486 -0.18562
H 0.27510 2.36900 -0.85584
H 0.25378 2.04478 0.76602
H 2.21103 1.42284 -1.17406
H 3.54711 0.52832 -0.78246
H -0.30018 0.61917 -2.44652
H 0.65472 -0.82882 -1.97744
H -3.29711 -2.45888 1.19318
H 0.21256 -0.26769 2.57039
*
```

Calculated values
**SMILES string**: C[C@]1(C(N)=O)CSc2cncn21
**E_HOMO**: -7.77 eV
**Electronic energy**: -909.80766 Eh
**Max |F|**: 4.83 eV/Å

Look up the electronic energy of the first one.
-1693.75240 Eh

Which value of electronic energy does entry 2 give?
-6502.25999 Eh

Among the records above, which one has the lowest max |F|?
C18H24N4O5S